ORCA calculation (ωB97M-V with the def2-TZVPD basis set) on 2 unconnected molecules or ions with the total composition C12H22N2O in a non-equilibrium geometry.

```
! wB97M-V def2-TZVPD RIJCOSX def2/J DEFGRID3
* xyz 0 1
C 2.012 -1.954 -0.209
C 0.907 -2.822 -0.300
C 1.740 -0.726 0.273
C -0.321 -2.312 0.052
C 1.240 0.270 2.990
C 1.158 2.099 1.326
C -0.984 1.207 2.140
C -2.866 0.409 -1.304
C -1.214 -1.077 -2.658
C 0.601 1.085 -2.071
C 0.463 0.814 1.800
C -1.385 -0.016 -1.585
N 0.583 -0.300 0.801
N -0.599 -1.099 0.464
O -0.556 1.096 -1.422
H 3.023 -2.352 -0.533
H 1.210 -3.726 -0.722
H 2.610 -0.064 0.174
H -1.196 -2.978 0.141
H 1.093 0.859 3.927
H 0.820 -0.783 3.167
H 2.329 0.080 2.967
H 1.155 2.761 2.266
H 0.642 2.504 0.396
H 2.214 1.966 1.122
H -1.610 0.577 2.735
H -1.000 2.258 2.446
H -1.426 1.227 1.168
H -2.849 1.237 -0.594
H -3.554 -0.376 -1.073
H -3.339 0.783 -2.263
H -2.306 -1.426 -2.984
H -0.833 -0.869 -3.696
H -0.583 -1.805 -2.203
H 0.448 0.916 -3.100
H 1.293 0.374 -1.665
H 1.077 2.163 -1.971
*
```

Values from the calculation:
**DFT total energy**: -17822.4774 eV
**M**: 210.32 g/mol
**Energy relative to the best compared isomer or geometry (same formula, charge and spin)**: 641.2 kJ/mol